Record 1
{
  "formula": "C46H42BrN6O3S2W",
  "method": "ωB97M-V/def2-TZVPD",
  "species": ["W", "O", "C", "C", "C", "C", "C", "C", "C", "O", "N", "N", "C", "C", "Br", "C", "C", "C", "C", "C", "C", "C", "H", "H", "H", "H", "H", "H", "H", "H", "H", "H", "H", "H", "H", "H", "C", "C", "C", "C", "C", "C", "C", "C", "C", "C", "C", "C", "C", "C", "C", "N", "H", "H", "H", "H", "H", "H", "H", "H", "H", "H", "C", "C", "N", "C", "C", "C", "S", "N", "C", "O", "C", "C", "C", "C", "C", "C", "H", "H", "H", "H", "H", "H", "H", "H", "H", "H", "H", "H", "H", "H", "H", "S", "C", "C", "N", "C", "H", "H", "H"],
  "xyz": [[-0.1614, 0.6232, -0.2250], [0.1343, -2.8808, -1.7264], [1.4710, -3.0984, -1.6821], [1.8978, -4.4265, -1.6854], [3.2396, -4.7386, -1.6628], [4.1886, -3.7274, -1.6609], [3.7760, -2.4105, -1.6440], [2.4247, -2.0762, -1.6338], [2.0539, -0.6040, -1.5665], [0.7122, -0.3340, -1.6918], [2.4448, -0.0818, -0.2176], [1.8329, 1.1947, -0.0033], [2.7110, 2.2183, 0.0770], [2.4337, 3.5615, 0.2973], [0.5954, 4.0086, 0.7634], [3.3138, 4.6177, 0.2988], [4.6813, 4.6245, -0.1367], [5.1970, 3.7611, -1.1148], [6.5161, 3.8489, -1.5114], [7.3579, 4.7970, -0.9485], [6.8637, 5.6652, 0.0151], [5.5453, 5.5903, 0.4064], [-0.0126, -1.9204, -1.8584], [1.1432, -5.1960, -1.7108], [3.5474, -5.7717, -1.6540], [5.2408, -3.9623, -1.6797], [4.5132, -1.6190, -1.6446], [2.6118, -0.0532, -2.3609], [3.4652, -0.0359, -0.1395], [3.7719, 1.9695, 0.0474], [2.9416, 5.5578, 0.6787], [4.5385, 3.0634, -1.6097], [6.8908, 3.1839, -2.2764], [8.3854, 4.8732, -1.2688], [7.5112, 6.4051, 0.4591], [5.1645, 6.2612, 1.1619], [0.7362, 3.7650, -3.3204], [-0.3750, 4.5934, -3.2358], [-1.4242, 4.2496, -2.4100], [-1.3578, 3.0812, -1.6407], [-0.2226, 2.2233, -1.6755], [0.8009, 2.6143, -2.5511], [-2.4048, 2.6607, -0.7311], [-3.7144, 3.1447, -0.8187], [-4.7212, 2.5811, -0.0832], [-4.4145, 1.5090, 0.7882], [-5.4145, 0.8280, 1.4975], [-5.1016, -0.1953, 2.3601], [-3.7705, -0.5488, 2.5501], [-2.7658, 0.0873, 1.8444], [-3.0571, 1.1146, 0.9311], [-2.0387, 1.6804, 0.1739], [1.5573, 4.0186, -3.9755], [-0.4133, 5.5035, -3.8160], [-2.2735, 4.9112, -2.3362], [1.6953, 2.0027, -2.6441], [-3.9368, 3.9354, -1.5158], [-5.7421, 2.9176, -0.1724], [-6.4404, 1.1229, 1.3430], [-5.8825, -0.7053, 2.9014], [-3.5128, -1.3347, 3.2425], [-1.7304, -0.2020, 2.0182], [1.5808, -4.9138, 1.7840], [0.5996, -4.1316, 2.6527], [-0.6394, -3.8327, 1.9657], [-1.7210, -4.7992, 2.0484], [-1.7028, -5.8318, 0.9254], [-0.7967, -2.7252, 1.2343], [0.4841, -1.5478, 1.2588], [-1.9535, -2.5803, 0.6049], [-2.2936, -1.6280, -0.2346], [-1.5027, -0.6467, -0.5998], [-3.6460, -1.6705, -0.7760], [-4.0477, -0.7267, -1.7263], [-5.3484, -0.7249, -2.1870], [-6.2600, -1.6523, -1.7027], [-5.8642, -2.5944, -0.7641], [-4.5641, -2.6129, -0.3053], [2.4986, -5.0802, 2.3400], [1.8189, -4.3554, 0.8829], [1.1675, -5.8761, 1.4969], [1.0594, -3.1877, 2.9555], [0.3568, -4.7006, 3.5529], [-2.6589, -4.2415, 2.0113], [-1.6439, -5.2984, 3.0169], [-1.5938, -5.3344, -0.0335], [-2.6404, -6.3792, 0.9282], [-0.8930, -6.5444, 1.0527], [-3.3274, -0.0019, -2.0946], [-5.6552, -0.0015, -2.9267], [-7.2798, -1.6434, -2.0550], [-6.5763, -3.3158, -0.3941], [-4.2348, -3.3391, 0.4200], [-0.0697, 2.6218, 4.5136], [1.3409, 1.7110, 4.1660], [1.2267, 1.1015, 2.9596], [0.0532, 1.3440, 2.2970], [-0.7220, 2.1220, 3.0228], [2.1670, 1.6786, 4.8472], [1.9605, 0.4379, 2.5298], [-1.6965, 2.4543, 2.7168]],
  "atomic_forces_ev_per_a": [[1.2, 1.9, 2.4], [0.0, 0.0, -0.2], [0.0, 0.0, 0.0], [-0.1, 0.2, -0.1], [0.0, 0.1, 0.0], [0.2, 0.0, 0.1], [-0.3, -0.1, 0.0], [-0.2, 0.3, 0.0], [0.5, 0.2, 0.0], [0.0, -0.6, -0.7], [0.7, 0.4, 0.0], [3.3, 1.5, -0.6], [-1.2, -2.9, -0.1], [-1.0, 2.4, 0.7], [1.1, 0.4, 0.0], [-1.1, -1.2, 0.1], [1.0, 0.0, -0.3], [-0.3, 0.1, 0.1], [0.2, -0.1, -0.1], [-0.1, 0.0, 0.0], [0.2, 0.0, 0.0], [-0.3, -0.2, 0.0], [0.1, -0.2, 0.2], [-0.1, -0.1, 0.0], [0.0, -0.1, 0.0], [0.1, 0.0, 0.0], [0.1, 0.1, 0.0], [-0.1, -0.2, 0.3], [-0.3, 0.1, 0.1], [-0.2, -0.1, -0.1], [-0.1, 0.1, 0.0], [0.0, 0.0, -0.1], [0.0, 0.0, -0.1], [0.1, 0.0, 0.0], [0.1, 0.1, 0.0], [0.0, 0.1, 0.1], [-0.1, -0.2, 0.2], [0.0, 0.1, -0.1], [0.0, -0.2, 0.2], [0.7, -0.4, -0.2], [-0.6, 0.7, 0.1], [0.1, -0.4, 0.0], [1.0, -1.3, 1.1], [-0.9, 0.0, 0.4], [0.7, -0.1, -0.2], [0.4, 0.1, -0.1], [0.0, -0.3, 0.3], [-0.5, 0.4, -0.2], [0.7, 0.3, -0.4], [0.0, -0.2, 0.7], [-0.1, 0.0, 0.1], [-1.2, 1.5, -1.4], [0.0, 0.0, -0.1], [-0.1, 0.1, 0.0], [-0.1, 0.1, 0.0], [-0.1, 0.0, 0.0], [0.0, 0.0, -0.1], [-0.1, 0.1, -0.1], [-0.2, 0.1, 0.0], [-0.1, -0.1, 0.0], [0.1, -0.1, 0.1], [-0.3, 0.0, -0.1], [-0.2, 0.2, 0.1], [0.5, -0.1, 0.2], [-0.3, 0.3, -0.3], [-0.4, -0.3, -0.1], [0.0, 0.1, 0.2], [1.3, 1.0, 0.5], [-0.1, -0.2, 0.0], [-1.4, 0.1, -1.0], [1.8, -0.3, 0.9], [-3.5, -2.8, -1.1], [-0.5, 0.3, -0.4], [0.3, -0.1, 0.2], [-0.2, 0.0, -0.1], [0.1, 0.0, 0.0], [-0.1, 0.0, 0.0], [0.2, 0.2, -0.1], [0.1, -0.1, 0.1], [0.0, 0.1, 0.0], [0.0, -0.1, 0.0], [-0.1, -0.2, 0.1], [-0.1, 0.1, 0.0], [0.1, -0.1, 0.1], [0.0, 0.1, 0.0], [0.0, 0.1, -0.2], [-0.1, -0.1, 0.0], [0.1, -0.1, 0.0], [-0.1, -0.1, 0.0], [0.0, 0.1, -0.1], [-0.1, 0.0, -0.1], [-0.1, -0.1, 0.0], [0.0, -0.1, 0.1], [0.1, -0.4, -0.4], [-0.1, 0.1, -0.1], [0.1, 0.0, 0.2], [-0.7, 0.3, -0.2], [0.3, -0.2, -0.1], [0.2, -0.1, 0.1], [0.0, 0.0, 0.0], [-0.1, 0.0, -0.1]],
  "charge": 1,
  "e_lumo_ha": [-0.1297, -0.1363],
  "s2": 2.083,
  "gap_ev": [6.0, 6.5],
  "spin_multiplicity": 3,
  "homo_energy_ev": [-9.49, -10.18]
}

***

Record 2
{
  "formula": "C25H21F3N2O4S",
  "method": "ωB97M-V/def2-TZVPD",
  "species": ["F", "C", "F", "F", "S", "C", "C", "C", "C", "C", "N", "O", "O", "C", "C", "O", "O", "H", "H", "H", "H", "H", "C", "C", "N", "C", "C", "C", "C", "C", "C", "C", "C", "C", "C", "C", "C", "C", "C", "C", "H", "H", "H", "H", "H", "H", "H", "H", "H", "H", "H", "H", "H", "H", "H", "H"],
  "xyz": [[3.1880, 0.9845, 2.7281], [2.1566, 0.1373, 2.7314], [2.1474, -0.6528, 1.6567], [2.1019, -0.5821, 3.8538], [0.6135, 1.1367, 2.6640], [-0.5142, -0.2634, 2.6767], [-1.8570, -0.0385, 2.6931], [-2.7784, -1.1252, 2.7018], [-4.1194, -0.8927, 2.7102], [-4.6154, 0.4076, 2.7137], [-6.0454, 0.6294, 2.7260], [-6.4697, 1.7907, 2.7312], [-6.7955, -0.3529, 2.7329], [-3.7391, 1.4890, 2.7122], [-2.3941, 1.2852, 2.7045], [0.2557, 1.8811, 3.9245], [0.2676, 1.8622, 1.3905], [-0.1032, -1.2535, 2.6745], [-2.4035, -2.1347, 2.7058], [-4.8276, -1.7061, 2.7139], [-4.1476, 2.4871, 2.7192], [-1.7071, 2.1186, 2.7171], [1.9309, 3.1512, -2.2121], [2.2295, 1.7240, -1.9542], [3.4804, 1.2374, -1.6831], [4.7013, 2.0329, -1.5545], [3.4032, -0.1497, -1.4606], [2.0596, -0.5339, -1.6026], [1.6851, -1.8558, -1.3415], [2.6465, -2.7759, -1.0063], [3.9846, -2.3970, -0.8984], [4.3702, -1.0940, -1.1088], [1.3034, 0.6551, -1.9377], [-0.0993, 0.7691, -2.0507], [-1.0383, -0.3126, -2.1450], [-0.8046, -1.4746, -2.9126], [-1.6912, -2.5249, -2.8949], [-2.8377, -2.4534, -2.1217], [-3.1175, -1.3095, -1.3950], [-2.2509, -0.2446, -1.4277], [0.8729, 3.3109, -2.4216], [2.1953, 3.7657, -1.3502], [2.4954, 3.5162, -3.0718], [5.5477, 1.4060, -1.2881], [4.9274, 2.5326, -2.4935], [4.5792, 2.7865, -0.7800], [0.6524, -2.1426, -1.3784], [2.3623, -3.7979, -0.8159], [4.7213, -3.1386, -0.6359], [5.3963, -0.7967, -0.9899], [-0.5193, 1.7505, -1.9101], [0.0828, -1.5299, -3.5183], [-1.4934, -3.4086, -3.4808], [-3.5136, -3.2922, -2.0849], [-4.0107, -1.2574, -0.7928], [-2.4646, 0.6442, -0.8623]],
  "atomic_forces_ev_per_a": [[0.5, -0.7, 0.0], [-0.7, 1.0, 0.2], [0.8, 0.1, 0.4], [0.7, 0.2, -0.7], [-7.9, -0.2, 0.8], [2.7, 0.5, -0.3], [-0.4, 0.5, 0.0], [-0.1, 0.2, -0.1], [-0.4, -0.3, 0.0], [-0.9, 0.1, 0.0], [0.0, 0.1, 0.0], [0.3, -0.6, 0.0], [0.3, 0.5, 0.0], [-0.1, 0.4, 0.0], [-0.2, 0.0, -0.1], [2.8, -0.7, -2.4], [2.8, -0.5, 1.6], [0.2, -0.2, 0.0], [0.1, -0.2, 0.0], [0.0, -0.1, 0.0], [0.0, 0.1, 0.0], [-0.3, 0.0, 0.0], [0.2, 0.1, 0.0], [1.3, -0.1, 0.5], [-1.3, 0.6, -0.2], [-0.2, 0.2, -0.1], [-0.8, -0.9, 0.1], [0.5, -0.6, -0.1], [0.1, 0.5, 0.0], [0.3, 0.0, 0.1], [-0.2, -0.2, -0.1], [0.1, 1.0, -0.1], [-2.0, -0.4, -0.2], [1.8, -0.1, 0.6], [-0.5, -0.7, -0.2], [0.1, 0.5, 0.1], [0.0, 0.0, -0.2], [-0.1, 0.0, 0.1], [-0.3, -0.2, 0.1], [0.6, 0.5, -0.2], [0.1, -0.1, 0.1], [0.1, 0.0, 0.0], [0.1, 0.0, 0.0], [-0.2, -0.1, 0.0], [0.0, 0.0, -0.1], [-0.1, 0.0, 0.1], [-0.1, -0.1, 0.1], [0.0, -0.1, 0.1], [0.1, 0.0, 0.0], [0.3, 0.0, 0.0], [-0.1, 0.3, -0.1], [0.2, 0.0, -0.1], [0.0, -0.1, -0.1], [-0.1, -0.1, 0.0], [-0.1, 0.1, 0.1], [-0.1, 0.2, 0.3]],
  "e_lumo_ha": -0.1005,
  "gap_ev": 2.8,
  "homo_energy_ev": -5.55
}

***

Record 3
{
  "formula": "C4H7NO2",
  "method": "ωB97M-V/def2-TZVPD",
  "species": ["C", "N", "C", "O", "H", "H", "H", "C", "C", "O", "H", "H", "H", "H"],
  "xyz": [[0.0092, -2.3723, -0.1600], [0.5941, -1.9216, 0.8406], [0.9849, -0.6679, 1.1451], [0.3562, 0.0589, 1.8816], [-0.3876, -3.3019, -0.3802], [-0.2046, -1.8707, -1.0618], [2.0096, -0.5364, 0.8154], [-1.0269, 1.7099, -0.1030], [0.1894, 1.3195, -0.8410], [0.7232, 0.2473, -0.9293], [-0.8624, 1.4189, 0.9705], [-1.6820, 1.0513, -0.7507], [-1.3885, 2.6719, -0.1515], [0.6851, 2.1930, -1.2759]],
  "atomic_forces_ev_per_a": [[0.1, 1.1, -0.7], [-1.0, -1.8, 0.4], [0.4, 0.0, 0.8], [0.3, 0.2, 0.0], [-0.1, -2.8, 1.2], [0.0, 2.0, -0.8], [0.6, 0.6, 0.1], [-0.1, -4.0, 0.1], [1.4, 2.6, 0.2], [-0.5, -0.4, -0.4], [-0.8, -0.3, -1.1], [-0.5, 0.4, 1.6], [-0.2, 2.3, -0.6], [0.4, 0.2, -0.7]],
  "e_lumo_ha": 0.0326,
  "gap_ev": 10.5,
  "smiles": "C=NC=O.CC=O",
  "homo_energy_ev": -9.63
}